No. 1
The following is a quantum chemistry calculation of a cluster of 9 separate species, C47H63F4N10O2 in total, from the Open Molecules 2025 dataset.

Summary:
HOMO level   -9.45 eV
Molecular weight   876.081 g mol⁻¹
Frontier orbital gap   5.63 eV
Net charge   +1
Lowest unoccupied orbital energy   -3.816 eV
Max |F|   1.3 eV Å⁻¹
Energy relative to the best compared isomer or geometry (same formula, charge and spin)   0.000 eV

Element x y z (Å)
C 1.00 5.79 1.34
C 2.21 4.86 1.50
F 1.79 3.76 2.22
C 2.85 4.43 0.16
N 2.65 3.00 -0.12
C 3.43 2.15 0.60
C 3.39 0.78 0.46
C 4.31 -0.04 1.34
C 5.35 -0.84 0.54
O 5.22 -2.21 0.87
C 6.75 -0.36 0.83
F 7.62 -1.07 0.08
F 6.89 0.92 0.49
F 7.11 -0.51 2.09
C 2.47 0.23 -0.46
C 2.35 -1.26 -0.61
C 1.30 -1.76 -1.60
N -0.07 -1.55 -1.19
C 1.68 1.12 -1.17
C 1.78 2.51 -1.02
C 0.91 3.42 -1.85
C 0.63 2.86 -3.23
O 1.87 2.56 -3.84
H 1.06 6.39 0.45
H 0.10 5.17 1.35
H 0.93 6.40 2.23
H 2.95 5.42 2.07
H 2.48 5.07 -0.62
H 3.92 4.58 0.21
H 4.11 2.61 1.29
H 3.70 -0.69 1.96
H 4.81 0.66 2.00
H 5.16 -0.71 -0.52
H 5.68 -2.72 0.19
H 2.11 -1.68 0.37
H 3.31 -1.69 -0.87
H 1.50 -1.40 -2.61
H 1.44 -2.84 -1.66
H -0.18 -1.54 -0.19
H -0.52 -0.76 -1.62
H 1.00 0.71 -1.89
H 1.35 4.40 -2.00
H -0.06 3.55 -1.37
H 0.12 3.62 -3.82
H -0.03 1.99 -3.19
H 1.71 2.19 -4.71
N 9.55 1.95 2.03
C 10.78 2.44 1.68
C 11.02 3.55 2.45
C 9.89 3.73 3.30
C 9.00 2.73 3.02
H 9.11 1.14 1.63
H 11.37 1.96 0.93
H 11.90 4.16 2.41
H 9.75 4.51 4.03
H 8.04 2.50 3.43
N -3.12 0.84 -0.82
C -4.09 1.79 -1.00
C -5.26 1.15 -1.29
C -5.00 -0.24 -1.28
C -3.67 -0.41 -0.98
H -2.16 1.02 -0.59
H -3.86 2.84 -0.91
H -6.20 1.64 -1.49
H -5.70 -1.04 -1.47
H -3.08 -1.30 -0.87
N -2.62 1.14 2.45
C -1.35 1.58 2.14
C -1.01 2.53 3.08
C -2.10 2.65 3.97
C -3.07 1.78 3.56
H -3.14 0.45 1.93
H -0.81 1.19 1.29
H -0.08 3.07 3.12
H -2.17 3.30 4.83
H -4.05 1.57 3.96
N -1.30 -6.00 0.95
C -0.80 -4.77 0.64
C -1.16 -4.48 -0.66
C -1.91 -5.59 -1.14
C -1.98 -6.51 -0.13
H -1.19 -6.47 1.83
H -0.24 -4.21 1.36
H -0.91 -3.58 -1.19
H -2.34 -5.70 -2.12
H -2.45 -7.48 -0.08
N 4.41 1.24 -5.31
C 5.51 0.44 -5.20
C 5.59 -0.32 -6.34
C 4.50 0.04 -7.17
C 3.79 1.01 -6.51
H 4.10 1.89 -4.61
H 6.14 0.47 -4.33
H 6.35 -1.05 -6.56
H 4.26 -0.36 -8.14
H 2.90 1.55 -6.79
N -2.67 -3.64 5.22
C -2.13 -2.38 5.17
C -2.21 -1.94 3.88
C -2.83 -2.97 3.12
C -3.10 -4.00 3.98
H -2.74 -4.20 6.05
H -1.73 -1.91 6.06
H -1.86 -0.98 3.53
H -3.05 -2.95 2.06
H -3.57 -4.95 3.81
N -5.52 -6.54 0.47
C -6.47 -5.57 0.28
C -7.65 -6.19 0.00
C -7.42 -7.59 0.03
C -6.09 -7.77 0.32
H -4.55 -6.37 0.69
H -6.21 -4.53 0.35
H -8.59 -5.70 -0.20
H -8.13 -8.37 -0.15
H -5.51 -8.67 0.44
N -9.32 1.62 -1.58
C -9.21 2.27 -0.38
C -10.09 3.31 -0.37
C -10.76 3.30 -1.63
C -10.27 2.25 -2.34
H -8.80 0.82 -1.86
H -8.51 1.92 0.37
H -10.23 4.01 0.43
H -11.52 3.99 -1.96
H -10.51 1.89 -3.33

---

No. 2
The following is a quantum chemistry calculation of a structure of composition C7H16CrF6O11S2, from the Open Molecules 2025 dataset.

Summary:
HOMO level (alpha / beta)   -8.89 / -10.19 eV
Molecular weight   506.312 g mol⁻¹
Multiplicity   5
Frontier orbital gap (alpha / beta)   8.65 / 9.96 eV
Lowest unoccupied orbital energy (alpha / beta)   -0.240 / -0.231 eV
Max |F|   1.3 eV Å⁻¹

Element x y z (Å)
Cr -0.34 0.08 -0.28
C -0.92 3.45 2.00
F -0.54 2.49 2.86
F -1.41 4.47 2.70
F 0.19 3.88 1.35
S -2.16 2.83 0.81
O -1.53 1.59 0.31
O -3.32 2.55 1.61
O -2.24 3.85 -0.19
C 3.08 -2.81 -0.37
F 3.52 -1.88 -1.22
F 3.66 -3.96 -0.68
F 3.49 -2.46 0.86
S 1.26 -2.97 -0.45
O 0.89 -3.73 0.70
O 0.87 -1.56 -0.38
O 1.04 -3.56 -1.74
C 0.82 -1.28 2.77
O -0.16 -0.46 2.13
H 1.74 -1.21 2.19
H 1.06 -0.90 3.77
H 0.53 -2.32 2.81
H -0.88 -0.26 2.74
C -3.01 -1.59 -1.02
C -2.11 -2.03 -2.13
O -1.08 -1.06 -2.30
O -2.24 -1.11 0.08
H -3.63 -2.44 -0.73
H -3.69 -0.80 -1.37
H -2.71 -2.12 -3.04
H -1.66 -3.00 -1.91
H -0.77 -1.03 -3.21
H -2.80 -1.07 0.86
C 1.21 2.44 -1.56
C 2.20 1.97 -0.53
O 1.52 1.25 0.49
O 0.32 1.36 -1.90
H 1.73 2.87 -2.41
H 0.61 3.26 -1.13
H 2.67 2.86 -0.12
H 2.99 1.35 -0.96
H 1.80 1.56 1.36
H -0.02 1.48 -2.79

---

No. 3
The following is a quantum chemistry calculation of a structure of composition C25H23AuClO2P, from the Open Molecules 2025 dataset.

Summary:
HOMO level (alpha / beta)   -4.46 / -8.92 eV
Molecular weight   618.851 g mol⁻¹
Multiplicity   3
Frontier orbital gap (alpha / beta)   4.83 / 6.41 eV
Lowest unoccupied orbital energy (alpha / beta)   0.369 / -2.514 eV
Max |F|   2.9 eV Å⁻¹

Element x y z (Å)
C -0.88 -2.19 3.77
C -0.76 -2.85 2.50
C 0.59 -3.21 2.31
H -1.58 -3.09 1.83
C 1.36 -2.78 3.42
C 0.51 -2.03 4.31
H 0.74 -1.78 5.34
H -1.78 -2.09 4.37
H 0.96 -3.83 1.49
H 2.40 -3.03 3.59
Au -0.21 -0.10 3.61
Cl 0.67 0.34 0.66
P 0.31 0.31 -1.35
C 1.49 -0.93 -1.86
C 1.22 -1.84 -2.89
H 0.27 -1.82 -3.43
C 2.18 -2.81 -3.21
H 1.97 -3.54 -4.00
C 3.39 -2.87 -2.52
H 4.15 -3.61 -2.78
C 3.64 -1.98 -1.47
H 4.56 -2.05 -0.89
C 2.70 -1.02 -1.14
H 2.88 -0.36 -0.30
C -1.39 -0.25 -1.46
C -1.65 -1.62 -1.25
H -0.86 -2.28 -0.89
C -2.93 -2.11 -1.48
H -3.13 -3.18 -1.37
C -3.96 -1.24 -1.86
H -4.95 -1.63 -2.07
C -3.72 0.14 -1.94
H -4.54 0.82 -2.17
C -2.44 0.65 -1.74
H -2.25 1.72 -1.77
C 0.57 2.02 -1.81
C 1.23 2.38 -3.00
H 1.55 1.62 -3.71
C 1.46 3.74 -3.27
H 1.98 4.03 -4.19
C 1.06 4.72 -2.37
H 1.26 5.78 -2.57
C 0.38 4.36 -1.19
H 0.06 5.12 -0.49
C 0.13 3.02 -0.92
H -0.39 2.74 0.00
C -0.97 2.73 4.94
C -1.49 2.58 3.54
O -2.30 3.36 3.05
O -1.01 1.59 2.79
H -1.50 3.53 5.44
H 0.09 3.00 4.90
H -1.07 1.81 5.51